83
Properties=species:S:1:pos:R:3:forces:R:3 method="wB97M-V/def2-TZVPD" total_energy_ha=-6703.66858 charge=+1 spin_multiplicity=6
Ho -0.7558 -1.5425 -0.6352 -1.3442 -7.5585 6.3968
C 3.1215 -1.9729 -3.1381 0.2376 0.0536 -0.1403
N 2.4374 -0.8220 -2.5669 -2.3400 0.1783 0.7304
C 3.2895 0.3078 -2.2262 0.3211 -0.1167 0.0224
C 1.1762 -1.0633 -1.9641 2.3093 2.7627 -2.1672
O 0.7049 -2.2041 -2.0099 -3.5958 17.5456 -8.8463
C 0.5203 0.2404 -1.2566 4.4933 2.1004 -3.3829
O -0.7079 0.4923 -0.5746 -3.6440 1.6575 -8.1513
C -1.7580 0.9545 -1.4090 -2.7564 1.6592 -2.1105
C -2.5161 -0.1027 -2.2227 -2.9058 3.3843 -2.0911
O -2.1992 -1.2887 -2.1592 -0.5229 0.1214 -2.4483
N -3.5662 0.3425 -3.0281 2.7581 -1.3378 1.8897
C -4.1347 1.6798 -2.9696 0.0163 0.1619 0.1607
C -4.3626 -0.6574 -3.7225 -0.4441 -0.1050 -0.5838
H 3.7919 -1.6399 -3.9357 -0.0943 0.0744 0.1701
H 2.4126 -2.6895 -3.5624 0.2789 0.3496 0.0079
H 3.6995 -2.4648 -2.3498 0.1159 -0.1146 -0.2822
H 4.0168 0.4720 -3.0269 -0.2316 -0.1053 0.0461
H 3.8139 0.0787 -1.2938 0.2048 0.3512 -0.8260
H 2.7203 1.2284 -2.0962 0.1144 -0.0945 0.0154
H 0.6317 1.0388 -2.0017 0.0017 -0.3050 0.1354
H 1.2585 0.4582 -0.4727 -0.0314 0.0694 -0.4947
H -1.3864 1.7359 -2.0810 -0.0838 -0.0387 0.2017
H -2.4890 1.4136 -0.7340 0.3018 -0.0928 -0.0369
H -3.4171 2.4205 -2.6147 -0.0528 -0.1070 -0.0586
H -4.9918 1.6629 -2.2900 -0.0202 0.1281 -0.1113
H -4.4660 1.9736 -3.9700 0.0609 -0.1007 0.1963
H -3.8250 -1.6021 -3.8386 -0.0678 0.2942 0.1227
H -4.6235 -0.2810 -4.7160 0.1136 0.0518 0.1325
H -5.2757 -0.8372 -3.1470 0.1520 0.0517 -0.4284
O -4.0106 -3.0177 2.4565 1.1174 0.9428 -0.7115
C -3.2005 -2.6506 1.6870 1.2210 1.2492 -0.5659
N -2.3373 -2.2593 0.8670 -1.7107 0.6501 1.7843
I 3.6415 -4.6978 2.2792 0.0131 0.0337 0.1556
C 2.6610 -4.3048 0.5011 0.3099 -0.1828 -0.8803
C 3.0270 -4.9571 -0.6720 0.3551 0.0558 -0.0525
C 2.3440 -4.6670 -1.8513 -0.1435 0.0849 0.7844
C 1.3198 -3.7334 -1.8082 1.7140 -8.1019 0.2439
N 0.9427 -3.0848 -0.6848 2.1964 -9.1229 8.8015
C 1.6234 -3.3857 0.4477 0.6844 -1.5796 -0.0018
H 3.8327 -5.6856 -0.6840 -0.0716 0.0787 0.0968
H 2.6043 -5.1577 -2.7827 -0.1186 0.0658 0.0939
H 0.7593 -3.4751 -2.7024 0.3036 -4.3339 -0.4893
H 1.2920 -2.8447 1.3295 0.2336 -0.4850 -0.1615
C -1.5027 5.3994 0.2676 0.2566 -0.3905 0.0604
C -0.1356 5.1090 0.2291 -0.4057 -0.2189 0.0314
C 0.3129 3.8104 0.4919 -0.7557 0.2169 -0.1076
C -0.6070 2.7978 0.7967 0.4262 0.2491 0.0808
C -1.9755 3.0926 0.8311 0.3852 0.7614 -0.1328
C -2.4227 4.3908 0.5677 0.3459 -0.1753 -0.0436
Sb 0.0194 0.7831 1.2141 2.2626 1.2768 10.7729
C 2.1232 1.1585 1.4935 0.3086 0.2779 0.1526
C 2.6090 2.0930 2.4186 0.6879 -0.3197 -0.4026
C 3.9863 2.2967 2.5546 -0.2523 -0.3196 -0.3081
C 4.8833 1.5693 1.7672 -0.4465 -0.1488 -0.1168
C 4.4035 0.6366 0.8439 -0.2453 0.2765 0.4506
C 3.0270 0.4313 0.7088 0.2366 0.5524 1.0805
C -0.6311 0.8079 3.2637 0.0781 0.3620 0.4470
C -1.1344 -0.3717 3.8254 0.0191 0.4132 0.3029
C -1.5814 -0.3848 5.1507 0.1675 0.4157 -0.1511
C -1.5300 0.7824 5.9178 0.1491 -0.0277 -0.4827
C -1.0349 1.9642 5.3588 -0.0174 -0.3565 -0.2600
C -0.5887 1.9784 4.0338 -0.3255 -0.5582 0.4465
H -1.8488 6.4045 0.0637 0.0050 -0.0199 0.0243
H 0.5763 5.8898 -0.0054 -0.0047 0.0108 0.0093
H 1.3714 3.6005 0.4536 0.1339 -0.0445 0.0747
H -2.6918 2.3155 1.0641 -0.1514 -0.0213 0.2572
H -3.4812 4.6146 0.5965 -0.0131 0.0219 0.0359
H 1.9328 2.6652 3.0305 -0.1553 0.0642 0.1151
H 4.3579 3.0195 3.2693 -0.0068 -0.0080 -0.0014
H 5.9487 1.7287 1.8718 -0.0225 -0.0189 -0.0021
H 5.0970 0.0737 0.2327 0.1125 -0.0187 0.0739
H 2.6621 -0.2915 -0.0094 0.1537 -0.2767 0.5375
H -1.1797 -1.2773 3.2348 0.0307 -0.0642 -0.0579
H -1.9687 -1.2988 5.5818 -0.0046 -0.0034 -0.0158
H -1.8781 0.7729 6.9426 0.0063 -0.0019 -0.0175
H -1.0015 2.8699 5.9504 0.0045 0.0065 0.0060
H -0.2225 2.9021 3.6115 0.0091 0.1501 -0.0702
Cl -2.9076 -4.0899 -3.0906 -0.1634 -0.3167 -0.4067
Ge -3.0757 -3.1762 -1.1347 -0.4514 -1.3411 1.4771
Cl -4.8550 -1.9441 -1.0642 -0.4276 -0.4493 0.4925
Cl -3.2083 -4.7225 0.3752 -0.6407 -2.5255 -1.5307
H 0.5337 -1.8114 0.9209 -0.7381 2.2964 0.0125

=====

11
Properties=species:S:1:pos:R:3:forces:R:3 method="wB97M-V/def2-TZVPD" total_energy_ha=-339.25446 charge=-1 relative_energy_kcal_mol=13.3
N 0.1906 0.3095 0.6916 -1.7876 -0.6344 -0.9116
C 0.6031 1.5782 0.5518 0.4892 0.0831 -0.1456
N 0.1375 2.5739 1.2194 0.0959 -0.1815 0.7011
H -0.8155 0.2964 0.8945 0.5253 -0.0820 0.7405
H 0.3327 -0.4867 -0.0488 0.3559 1.0750 0.4094
H 1.3828 1.6965 -0.2055 0.5680 -0.0288 0.3068
H 0.8320 3.3112 1.2649 -0.2867 0.3644 -0.7131
O -0.8518 -3.5385 -0.8854 -0.1747 -0.2303 -0.0290
C -0.6734 -2.3396 -1.0831 0.4976 0.2370 -0.0978
O 0.3920 -1.6642 -0.9259 -0.0491 -0.5966 -0.2906
H -1.5301 -1.7369 -1.4734 -0.2338 -0.0059 0.0299